Molecular formula: C38H75FN6O3
Method: DFT, wB97M-V/def2-TZVPD

Last column: Löwdin charge in e.
CARTESIAN COORDINATES (ANGSTROEM)
C1 -2.16442 1.28072 4.69819  0.00
C2 -2.54487 1.70560 3.29585  -0.53
O1 -2.68110 2.87176 3.01198  0.08
N1 -2.73867 0.69853 2.32993  0.04
C3 -1.71975 0.65470 1.26737  -0.20
C4 -0.48463 -0.13099 1.69277  -0.18
C5 0.62975 -0.28956 0.64463  -0.18
C6 0.32706 0.14235 -0.78942  -0.14
C7 0.29503 1.60245 -1.17807  -0.14
C8 -0.14744 1.88217 -2.47466  0.00
C9 -0.17535 3.16179 -3.00869  0.03
C10 0.25640 4.22470 -2.23938  -0.22
F1 0.26601 5.44660 -2.75902  0.11
C11 0.68641 3.99843 -0.96102  -0.01
C12 0.69195 2.70001 -0.43548  -0.02
C13 1.18905 2.87578 0.96893  -0.35
O2 0.89270 2.33898 1.99456  0.13
N2 2.02013 4.05311 0.91455  0.18
C14 1.25731 4.92162 0.05836  -0.36
O3 1.09312 6.09619 0.23050  0.15
H1 -3.04005 1.36140 5.34221  0.08
H2 -1.80271 0.25572 4.73587  0.07
H3 -1.39779 1.96371 5.05281  0.08
H4 -2.81313 -0.20333 2.78415  0.11
H5 -2.18863 0.17661 0.40704  0.11
H6 -1.47983 1.68791 1.02980  0.11
H7 -0.83343 -1.12306 1.99606  0.11
H8 -0.08709 0.33906 2.59065  0.09
H9 0.86741 -1.35198 0.57285  0.11
H10 1.55289 0.17679 0.98850  0.10
H11 1.06933 -0.33681 -1.43302  0.13
H12 -0.62518 -0.29047 -1.10289  0.11
H13 -0.46229 1.04988 -3.09244  0.12
H14 -0.51518 3.32857 -4.02030  0.12
H15 1.98342 4.45996 1.85017  0.15
C15 0.69096 1.40346 -7.72693  -0.09
C16 0.65685 -0.11060 -7.58352  -0.27
N3 -0.07093 -0.55174 -6.40717  -0.20
C17 0.13495 -1.95248 -6.08509  -0.25
C18 -0.36044 -2.99899 -7.08888  -0.08
C19 -1.43762 -0.07178 -6.29862  -0.25
C20 -2.42048 -0.39482 -7.43267  -0.07
H16 1.06849 1.86821 -6.81481  0.08
H17 1.35011 1.68128 -8.54978  0.07
H18 -0.29325 1.81948 -7.94488  0.06
H19 1.68254 -0.47490 -7.48280  0.12
H20 0.26546 -0.54608 -8.51676  0.10
H21 -0.32613 -2.14567 -5.11217  0.11
H22 1.20928 -2.09883 -5.93575  0.11
H23 -1.44633 -3.08439 -7.08084  0.04
H24 0.04023 -3.97917 -6.82329  0.07
H25 -0.03722 -2.77983 -8.10687  0.07
H26 -1.40175 1.01476 -6.18043  0.09
H27 -1.84656 -0.44554 -5.35556  0.11
H28 -1.98390 -0.20801 -8.41473  0.07
H29 -3.30423 0.23954 -7.34173  0.07
H30 -2.76247 -1.42890 -7.40323  0.04
C21 5.47555 0.17029 5.93178  -0.08
C22 5.21301 0.77066 4.55866  -0.27
N4 4.76426 2.14906 4.61944  -0.20
C23 4.21931 2.63649 3.36774  -0.26
C24 5.13979 2.74686 2.14732  -0.08
C25 5.62944 3.05632 5.34842  -0.25
C26 7.08880 3.19983 4.89640  -0.08
H31 4.60379 0.29051 6.57649  0.06
H32 5.68612 -0.89558 5.83513  0.07
H33 6.33379 0.62805 6.42470  0.07
H34 4.42034 0.19563 4.07161  0.12
H35 6.11472 0.63969 3.93798  0.10
H36 3.76456 3.61314 3.56038  0.11
H37 3.38509 1.97610 3.10981  0.10
H38 5.83188 3.58557 2.22114  0.06
H39 4.53009 2.90893 1.25677  0.05
H40 5.71998 1.83730 1.98419  0.07
H41 5.62462 2.74451 6.39621  0.10
H42 5.15637 4.04163 5.34772  0.11
H43 7.55384 2.23111 4.70724  0.07
H44 7.66696 3.69213 5.68061  0.07
H45 7.18549 3.80500 3.99578  0.06
C27 2.06662 2.69851 7.68049  -0.09
C28 0.94255 2.10203 8.51351  -0.27
N5 0.66674 0.71495 8.18308  -0.20
C29 -0.57527 0.22052 8.74697  -0.26
C30 -0.69620 0.13369 10.27358  -0.08
C31 1.80536 -0.18298 8.25204  -0.25
C32 2.56585 -0.28719 9.58077  -0.08
H46 1.87964 2.56098 6.61462  0.08
H47 2.14334 3.76864 7.87788  0.07
H48 3.03534 2.25533 7.91589  0.06
H49 0.02554 2.66594 8.32187  0.12
H50 1.17695 2.25032 9.58032  0.10
H51 -0.77094 -0.76626 8.31761  0.11
H52 -1.37640 0.86838 8.37671  0.11
H53 -0.11091 -0.68747 10.68577  0.06
H54 -1.73817 -0.04179 10.54817  0.07
H55 -0.38173 1.05796 10.75923  0.07
H56 2.51455 0.11905 7.47775  0.08
H57 1.46211 -1.17620 7.95114  0.11
H58 2.76947 0.69496 10.00966  0.07
H59 3.52793 -0.77587 9.41335  0.07
H60 2.02846 -0.87671 10.32227  0.05
C33 -5.97428 -7.38086 -6.81602  -0.09
C34 -6.32269 -5.90390 -6.71109  -0.28
N6 -5.15354 -5.05366 -6.58099  -0.20
C35 -5.46387 -3.69338 -6.18064  -0.25
C36 -6.28447 -2.82087 -7.13851  -0.08
C37 -4.15530 -5.19606 -7.62556  -0.24
C38 -4.58806 -4.96143 -9.07923  -0.08
H61 -5.33726 -7.68615 -5.98506  0.08
H62 -6.88656 -7.97755 -6.78585  0.07
H63 -5.46143 -7.61816 -7.74861  0.06
H64 -6.93268 -5.75181 -5.81665  0.12
H65 -6.95892 -5.62879 -7.56791  0.10
H66 -4.52044 -3.18558 -5.95735  0.10
H67 -5.99908 -3.75325 -5.22778  0.11
H68 -5.70278 -2.49815 -8.00137  0.05
H69 -6.61697 -1.92079 -6.61778  0.07
H70 -7.17479 -3.33791 -7.49789  0.07
H71 -3.73274 -6.20142 -7.55661  0.10
H72 -3.32734 -4.52514 -7.38251  0.09
H73 -5.52189 -5.47437 -9.31321  0.07
H74 -3.82373 -5.35025 -9.75481  0.07
H75 -4.71377 -3.90444 -9.30959  0.05

Structure (SMILES)   CC(=O)NCCCCc1ccc(F)c2c1C(=O)NC2=O.CCN(CC)CC.CCN(CC)CC.CCN(CC)CC.CCN(CC)CC
Total charge   0
Energy   -58422.53217 eV
Relative energy (zero: lowest compared OMol25 entry of this formula, charge and spin)   0.0 kcal per mole
Orbital gap   7.9 eV
LUMO energy   -0.21 eV
Spin multiplicity   1
Molecular weight   683.1 g mol⁻¹